DFT (wB97M-V/def2-TZVPD) results for one molecule with the formula C7H9Cl2N at a distorted geometry.

The geometry in ORCA input format:
```
! wB97M-V def2-TZVPD RIJCOSX def2/J DEFGRID3
* xyz 0 1
C -1.45821 0.49261 0.48572
C -0.56598 1.09021 1.30378
C -1.14165 -0.60087 -0.44740
C 0.10803 -0.71361 -0.85183
C 0.85351 0.71367 1.27350
C 1.51316 0.89745 -0.15939
C -2.16237 -1.65822 -0.84943
N 2.82143 0.56760 -0.23868
Cl 0.73975 -1.79243 -2.04163
Cl 0.96991 2.26167 -1.09857
H -2.51263 0.52876 0.49670
H -0.89876 1.78549 1.99375
H 1.43853 1.36787 2.06963
H 1.05873 -0.34045 1.57318
H -2.51037 -1.25854 -1.87199
H -2.90393 -1.54717 -0.05277
H -1.85550 -2.73523 -0.96859
H 3.39693 0.55359 0.58527
H 3.10944 0.38760 -1.20124
*
```

Computed properties:
- HOMO level (Ha) = -0.29598
- HOMO-LUMO gap (hartree) = 0.3233

***

DFT (wB97M-V/def2-TZVPD) results for one molecule with the formula C3H4P2 at a distorted geometry.

The geometry in ORCA input format:
```
! wB97M-V def2-TZVPD RIJCOSX def2/J DEFGRID3
* xyz 0 1
C 2.02544 -0.12131 0.53495
P 0.97578 -0.89392 -0.51368
C -0.22290 0.37926 -0.48245
P -0.68365 1.75939 0.39604
C -1.20304 1.21466 -1.28427
H 1.98145 0.90665 0.77261
H 2.75769 -0.73782 0.88835
H -0.61649 1.64890 -2.11114
H -2.25614 0.77304 -1.38520
*
```

Computed properties:
- HOMO level (Ha) = -0.31137
- HOMO-LUMO gap (hartree) = 0.2770
- SMILES = C=PC1=PC1

***

DFT (wB97M-V/def2-TZVPD) results for C3H5N2 as an isolated structure at a distorted geometry.

The geometry in ORCA input format:
```
! wB97M-V def2-TZVPD RIJCOSX def2/J DEFGRID3
* xyz 1 1
C -1.48929 -0.30224 0.01937
C -0.15708 -0.19292 -0.10751
C 1.87030 -0.02638 0.02650
N 0.97121 -1.01591 -0.01196
N 0.63828 1.02292 -0.02734
H -2.00085 0.53747 0.06188
H -2.01253 -1.15981 0.16691
H 1.08938 -2.02593 0.04621
H 0.47307 1.52036 -0.86380
H 0.61752 1.64244 0.68974
*
```

Computed properties:
- HOMO level (Ha) = -0.57068
- HOMO-LUMO gap (hartree) = 0.3889

***

DFT (wB97M-V/def2-TZVPD) results for one molecule with the formula C3H4S3 at a distorted geometry.

The geometry in ORCA input format:
```
! wB97M-V def2-TZVPD RIJCOSX def2/J DEFGRID3
* xyz 0 1
S -0.05636 -1.67806 1.65243
C 0.26562 -1.13541 0.17473
S 0.74749 -2.10060 -1.27823
C 0.27055 0.32907 -0.02013
C -0.39924 1.30778 0.72636
S -1.15746 1.06247 -0.85375
H -0.23008 -1.62479 -2.17308
H 1.17765 0.70693 -0.52851
H -0.90240 0.97941 1.58904
H 0.28423 2.15321 0.71115
*
```

Computed properties:
- HOMO level (Ha) = -0.32731
- HOMO-LUMO gap (hartree) = 0.2947
- SMILES = S=C(S)[C@@H]1CS1